No. 1
One molecule with the formula HO2PS in a non-equilibrium geometry. Source: OMol25; level of theory: the ωB97M-V functional and the def2-TZVPD basis.

Geometry as XYZ:
```
5
Properties=species:S:1:pos:R:3:forces:R:3
P 0.8843 0.9781 -0.8035 -2.166 2.263 1.800
H 1.2951 -0.1455 -1.2769 1.098 -3.316 -1.465
O -1.1211 0.8898 1.2377 -1.433 0.217 0.972
S -0.5354 -0.0210 0.3238 2.927 -6.707 -0.379
O -0.5229 -1.7014 0.5189 -0.427 7.543 -0.928
```
Positions in Å, forces in eV/Å.

Calculated values
relative energy (zero: lowest compared OMol25 entry of this formula, charge and spin): 90.6 kcal per mole
spin multiplicity: 1
SMILES: O=S(=O)=P
orbital gap (alpha / beta): 7.517 / 7.520 eV
F_max: 7.61 eV Å⁻¹

No. 2
A 2-piece molecular cluster, HO2S overall in a non-equilibrium geometry. Source: OMol25; level of theory: the ωB97M-V functional and the def2-TZVPD basis.

Geometry as XYZ:
```
4
Properties=species:S:1:pos:R:3:forces:R:3
S 0.7639 0.4864 0.8265 -1.242 -0.633 -0.313
O 1.7307 0.4332 -0.3316 -0.095 -0.055 0.032
O -1.3754 -0.6176 0.1640 0.774 -0.213 2.886
H -1.1192 -0.3020 -0.6589 0.562 0.901 -2.605
```
Positions in Å, forces in eV/Å.

Calculated values
relative energy (zero: lowest compared OMol25 entry of this formula, charge and spin): 41.2 kcal per mole
spin multiplicity: 1
orbital gap (alpha / beta): 6.688 / 6.680 eV
F_max: 3.00 eV Å⁻¹
total charge: -1

No. 3
An isolated ion of composition HO3P2S2 and charge -1 in a non-equilibrium geometry. Source: OMol25; level of theory: the ωB97M-V functional and the def2-TZVPD basis.

Geometry as XYZ:
```
8
Properties=species:S:1:pos:R:3:forces:R:3
P 1.3995 -0.8023 0.4161 0.477 0.569 -0.232
O -0.1135 -1.5459 0.8119 -0.514 0.253 -0.958
O -2.1585 -0.0809 0.2512 -0.619 -0.435 3.134
O 2.1269 2.1546 0.5567 0.326 0.548 0.179
P 0.9578 1.3807 0.0398 -0.028 -0.420 -0.129
S 1.6613 -0.0714 -1.5736 -0.643 -0.560 0.726
S -1.5003 -1.5106 -0.0532 0.680 -1.300 -0.349
H -2.3731 0.4757 -0.4488 0.321 1.345 -2.373
```
Positions in Å, forces in eV/Å.

Calculated values
relative energy (zero: lowest compared OMol25 entry of this formula, charge and spin): 90.0 kcal per mole
spin multiplicity: 1
SMILES: [O-]P1#S#P1OSO
orbital gap: 6.844 eV
F_max: 3.22 eV Å⁻¹
total charge: -1

Question: What is the spin multiplicity in the second record?
Answer: 1